{"formula": "C42H84O28S7", "method": "ωB97M-V/def2-TZVPD", "symbols": ["C", "C", "C", "O", "C", "O", "O", "H", "H", "H", "H", "H", "H", "C", "C", "C", "O", "C", "O", "O", "H", "H", "H", "H", "H", "H", "C", "C", "C", "O", "C", "O", "O", "H", "H", "H", "H", "H", "H", "C", "C", "C", "O", "C", "O", "O", "H", "H", "H", "H", "H", "H", "C", "C", "C", "O", "C", "O", "O", "H", "H", "H", "H", "H", "H", "C", "C", "C", "O", "C", "O", "O", "H", "H", "H", "H", "H", "H", "C", "C", "C", "O", "C", "O", "O", "H", "H", "H", "H", "H", "H", "C", "S", "O", "C", "H", "H", "H", "H", "H", "H", "C", "S", "O", "C", "H", "H", "H", "H", "H", "H", "C", "S", "O", "C", "H", "H", "H", "H", "H", "H", "C", "S", "O", "C", "H", "H", "H", "H", "H", "H", "C", "S", "O", "C", "H", "H", "H", "H", "H", "H", "C", "S", "O", "C", "H", "H", "H", "H", "H", "H", "C", "S", "O", "C", "H", "H", "H", "H", "H", "H"], "coordinates": [[4.001626, -1.326301, 3.236368], [2.991580, -2.501802, 3.386521], [1.647759, -2.253856, 4.128977], [0.577928, -2.634125, 3.247355], [1.128682, -3.089580, 2.132807], [0.445899, -3.683705, 1.300225], [2.453658, -2.881087, 2.114281], [4.297291, -0.858822, 4.175602], [3.583362, -0.565018, 2.577877], [4.915558, -1.751633, 2.821742], [3.475705, -3.361269, 3.850258], [1.474246, -1.231407, 4.464526], [1.518626, -2.900820, 4.996645], [7.441519, -0.263002, 0.468294], [6.631231, 0.922387, 1.048702], [6.964332, 2.303454, 0.476497], [5.726943, 2.791855, 0.057337], [4.851971, 1.857572, 0.064069], [3.742037, 1.923699, -0.494955], [5.357039, 0.751416, 0.672758], [6.932217, -1.209191, 0.651163], [8.441668, -0.295606, 0.900416], [7.573073, -0.274268, -0.613672], [6.532139, 1.084395, 2.122030], [7.629336, 2.185499, -0.379042], [7.491273, 2.921582, 1.203384], [-0.673337, 0.385265, 6.377846], [-1.805888, 1.236510, 5.874126], [-1.909371, 1.250762, 4.324109], [-3.205755, 0.775470, 4.083514], [-3.817705, 0.353839, 5.250051], [-4.792611, -0.413335, 5.373007], [-3.063877, 0.743946, 6.289436], [-0.572675, -0.593021, 5.907827], [-0.796952, 0.351046, 7.460271], [0.281838, 0.878651, 6.198067], [-1.781460, 2.251375, 6.271048], [-1.064228, 0.706877, 3.902171], [-1.873799, 2.308019, 4.061333], [-2.196389, -2.076008, -4.485418], [-1.338890, -0.793169, -4.789187], [-0.550894, -0.301989, -3.598981], [0.761843, -0.194495, -4.021425], [0.918668, -0.761389, -5.216130], [1.935076, -0.924588, -5.795231], [-0.300974, -1.180366, -5.683514], [-3.085969, -1.921327, -3.874837], [-1.600428, -2.845858, -3.995245], [-2.581407, -2.595281, -5.363045], [-1.873960, 0.012071, -5.292565], [-0.674884, -0.955870, -2.735749], [-0.878352, 0.700085, -3.321991], [-4.441981, 0.705613, -3.207780], [-5.693104, -0.121596, -3.124120], [-6.656937, -0.007541, -4.332018], [-6.991393, -1.327499, -4.682127], [-6.175958, -2.208285, -4.100457], [-6.289482, -3.414762, -4.211163], [-5.362518, -1.545392, -3.219905], [-4.670425, 1.746556, -2.978974], [-4.025818, 0.669582, -4.214560], [-3.698470, 0.418626, -2.464191], [-6.247688, 0.066398, -2.204768], [-6.156589, 0.354478, -5.230183], [-7.530508, 0.623709, -4.169245], [4.318796, -1.655408, -1.508249], [3.672089, -2.474646, -2.613481], [3.980665, -4.049250, -2.512094], [2.671127, -4.572097, -2.844516], [1.655719, -3.639315, -2.767424], [0.456002, -3.896819, -2.826511], [2.279208, -2.389865, -2.603135], [5.405630, -1.641708, -1.590064], [4.092922, -2.107088, -0.542292], [4.096148, -0.588928, -1.542082], [4.026473, -1.940377, -3.494990], [4.117576, -4.388372, -1.485279], [4.814899, -4.212662, -3.194329], [3.056405, 1.966563, -3.991670], [4.195997, 0.938068, -4.080388], [5.098069, 1.049508, -5.279059], [6.375146, 1.266705, -4.765038], [6.354226, 1.154688, -3.420964], [7.301945, 1.096214, -2.704583], [5.084598, 1.041166, -2.976012], [2.411089, 2.013062, -4.868884], [3.592809, 2.915318, -3.976915], [2.414121, 1.901079, -3.113443], [3.844345, -0.087713, -4.190883], [4.839270, 1.901267, -5.908060], [5.057139, 0.114236, -5.837342], [-6.186574, -1.726836, 2.275023], [-6.192440, -0.945097, 0.626895], [-7.386032, 0.025150, 0.446203], [-4.696684, 0.109706, 0.818947], [-5.393861, -2.474961, 2.271091], [-7.108312, -2.236690, 2.555279], [-5.945254, -0.913292, 2.959145], [-3.870529, -0.495779, 1.191711], [-4.916569, 0.863286, 1.575162], [-4.384454, 0.550844, -0.127630], [-2.863124, -3.193150, -0.797149], [-3.921550, -4.328855, -1.757875], [-3.544537, -5.735428, -1.346908], [-5.568031, -4.050335, -0.845338], [-3.329671, -2.235461, -1.027944], [-1.839239, -3.256182, -1.165660], [-2.950734, -3.489161, 0.248217], [-5.523804, -4.339550, 0.204666], [-6.335606, -4.607486, -1.382466], [-5.778716, -2.989326, -0.979362], [-1.907189, -3.373897, 5.293720], [-3.230232, -3.186683, 4.113638], [-3.039460, -1.939487, 3.254849], [-2.681804, -4.489833, 2.939798], [-2.207865, -3.023909, 6.281243], [-1.003391, -2.887531, 4.926699], [-1.673316, -4.425475, 5.459788], [-2.342378, -5.320345, 3.558787], [-1.796000, -4.115119, 2.426927], [-3.438249, -4.873816, 2.255373], [1.783377, 3.447775, 2.167386], [2.020705, 2.601004, 3.781300], [1.630007, 1.156839, 3.538864], [3.853648, 2.482419, 3.738787], [1.020034, 4.203350, 2.353153], [1.469722, 2.702722, 1.436212], [2.707341, 3.932957, 1.852751], [4.164803, 1.770936, 2.973895], [4.202923, 1.910038, 4.598137], [4.304357, 3.474852, 3.745581], [0.906302, 4.395351, -1.962266], [0.818306, 5.856230, -0.906329], [2.253143, 5.920907, -0.516484], [0.621130, 6.952161, -2.412329], [-0.046114, 4.352858, -2.490652], [1.259891, 3.543885, -1.380824], [1.642803, 4.571964, -2.746156], [-0.176781, 6.568660, -3.048224], [1.567242, 7.030698, -2.947870], [0.352504, 7.982019, -2.177103], [-2.438466, 3.752565, -0.000742], [-1.762552, 4.024423, 1.683598], [-1.121280, 5.397293, 1.664590], [-3.388987, 4.271383, 2.451831], [-3.107390, 4.543616, -0.339678], [-2.914788, 2.772398, -0.022884], [-1.649951, 3.735406, -0.753108], [-3.691138, 5.317308, 2.398436], [-3.406832, 4.255234, 3.541567], [-4.150593, 3.596240, 2.061669], [1.099988, 0.116886, -0.547294], [-0.424835, 0.891639, 0.075852], [-1.510917, 0.556010, -0.985802], [-0.846722, -0.435476, 1.262774], [1.825467, 0.007099, 0.258759], [1.563001, 0.599998, -1.407718], [0.823379, -0.895597, -0.841332], [-0.011254, -0.575649, 1.948660], [-1.106265, -1.367305, 0.760346], [-1.635460, -0.047499, 1.907345]], "atomic_forces_ev_per_a": [[-0.65, -0.92, -0.20], [-0.95, 0.92, 0.58], [-0.23, 0.46, 1.31], [0.88, 0.52, 0.55], [-1.96, -2.04, -1.85], [2.13, 1.62, 1.23], [0.58, -0.45, -1.18], [-0.38, -0.19, 0.21], [0.05, -0.04, 0.01], [-0.01, 0.14, -0.28], [0.12, -0.09, -0.28], [0.20, 0.17, -0.31], [0.35, -0.02, 0.11], [0.32, 0.11, 0.85], [2.42, 0.24, 0.25], [2.30, -0.80, -0.11], [0.83, 2.52, -0.08], [-4.27, -1.74, -2.21], [2.88, -0.34, 2.21], [-4.75, -0.39, -1.74], [-0.03, 0.06, 0.53], [0.00, -0.11, 0.12], [-0.25, 0.84, -0.05], [1.11, -0.92, 0.52], [-0.16, 0.20, -0.24], [-0.55, 0.36, -0.03], [0.29, 0.54, 0.70], [0.30, 0.26, -0.89], [0.26, 1.49, 1.83], [-1.59, -0.94, 0.08], [-1.20, -3.02, -0.10], [2.96, 3.32, -0.94], [-0.79, -0.61, 0.33], [-0.51, -0.08, 0.13], [0.20, -0.57, 0.06], [-0.01, 0.25, -0.14], [0.47, -0.01, 0.04], [-0.51, -0.31, -0.43], [0.15, -0.15, -0.67], [0.09, 0.36, -0.24], [-0.81, -1.89, -0.10], [-1.92, 0.91, 1.01], [1.73, 0.10, -0.24], [-2.02, -0.84, -0.15], [1.14, 0.15, -0.35], [1.35, 0.11, -0.42], [0.20, 0.47, 0.18], [0.35, 0.30, 0.21], [0.16, 0.46, -0.46], [-0.35, -0.11, 0.13], [0.34, 0.00, -0.07], [-0.05, -0.16, 0.31], [0.00, 0.33, 0.06], [-0.65, -0.82, -0.93], [0.90, 0.85, -0.50], [-0.81, -0.52, -0.24], [-0.87, -1.60, 1.33], [0.87, 2.42, 0.03], [0.15, -0.24, 0.00], [-0.18, 0.11, -0.10], [0.15, -0.10, 0.05], [0.08, -0.26, -0.07], [0.10, -0.30, 0.21], [0.30, 0.58, 0.16], [-0.12, -0.41, 0.20], [0.00, -0.29, 0.64], [1.61, -0.26, 0.79], [-1.86, 2.76, -0.05], [-0.55, -0.19, -0.64], [-0.07, -0.28, 0.05], [3.79, 1.31, 0.16], [-2.54, -1.17, 0.14], [0.17, -0.43, -0.30], [-0.19, 0.31, 0.24], [-0.58, -0.17, 0.10], [-0.06, -0.95, -0.77], [0.65, 0.26, -0.08], [-0.51, -0.97, -0.09], [0.95, 0.34, -0.10], [-1.77, -0.64, -0.29], [-0.71, 0.65, -1.13], [1.41, 0.02, 0.84], [-0.60, -0.46, -0.15], [0.40, 0.33, 0.08], [0.38, 0.12, 0.05], [0.17, -0.49, -0.13], [-0.20, 0.38, 0.25], [0.34, -0.26, 0.04], [-0.57, 0.09, 0.92], [-0.01, -0.12, -0.21], [0.23, 0.21, -0.27], [0.32, 0.77, -0.04], [-1.22, 1.28, -0.90], [1.82, -1.36, 0.66], [-0.24, -0.51, 0.63], [0.18, 0.24, -0.08], [-0.20, 0.38, -0.47], [-0.04, -0.35, 0.41], [-0.05, -0.23, 0.04], [-0.10, 0.12, -0.08], [-0.38, -0.08, -0.06], [-1.04, -0.43, -0.32], [-0.79, -1.55, 1.32], [0.02, 0.93, -0.42], [1.08, 0.61, -1.16], [0.33, 0.37, 0.34], [-0.10, -0.07, -0.03], [0.15, 0.27, 0.01], [0.30, -0.04, -0.10], [0.28, -0.18, -0.02], [-0.11, -0.12, 0.22], [0.74, -0.18, 0.53], [-0.51, 0.26, -2.34], [0.16, -0.75, 1.25], [0.55, -0.40, 1.12], [-0.11, 0.50, -0.23], [-0.17, 0.11, 0.03], [-0.15, -0.13, -0.31], [-0.13, -0.25, -0.09], [-0.15, 0.21, -0.18], [-0.16, 0.50, 0.11], [0.19, 0.22, 0.79], [1.04, -1.09, -1.15], [-0.41, 0.33, 0.35], [-0.20, -0.36, 0.60], [-0.06, 0.01, -0.33], [0.04, -0.03, 0.16], [-0.08, -0.01, -0.05], [-0.29, 0.64, -0.86], [-0.41, 0.43, 0.66], [0.12, -0.17, -0.31], [-0.45, 0.33, -0.59], [1.10, 0.00, -1.77], [0.08, 0.71, 0.81], [-0.19, 0.40, 0.40], [-0.21, -0.88, 0.25], [-0.55, -0.08, 0.07], [0.25, 0.27, 0.23], [0.09, -0.16, -0.01], [0.08, -0.52, 0.08], [-0.09, -0.11, 0.52], [0.18, -0.11, -0.11], [-0.48, 1.58, -0.76], [-0.26, -1.23, 0.27], [-0.51, 0.51, 0.74], [-0.21, 0.08, 0.56], [-0.12, 0.00, 0.02], [0.40, -0.16, 0.42], [0.09, 0.14, -1.22], [0.66, -0.99, 0.19], [0.11, 0.04, -0.02], [-0.13, -0.63, 0.17], [-1.54, -2.37, -1.35], [1.16, 1.31, 0.99], [0.85, 1.01, 0.86], [0.03, 0.38, 0.08], [-0.26, 0.35, 0.22], [-0.17, -0.04, -0.10], [0.19, -0.08, -0.07], [-0.03, 0.30, -0.22], [-0.34, -0.21, -0.38]], "orbital_gap_ha": 0.288, "multiplicity": 1, "largest_force_ev_per_a": 5.1}